Density functional theory data (wB97M-V/def2-TZVPD) for a molecular structure, C34H88BrClO12Si2.

Lowest unoccupied orbital energy, Ha: 0.017
Strongest force on any atom, eV/A: 0.78
Highest occupied orbital energy, eV: -9.8

Geometry as ORCA input:
```
! RIJCOSX wB97M-V def2-TZVPD def2/J DEFGRID3
* xyz 0 1
C 5.716 1.414 1.864
C 4.261 1.883 1.842
C 3.659 1.872 0.416
Cl 2.642 0.394 0.180
Si 2.803 3.481 -0.006
Br 1.473 3.181 -1.769
O 1.944 4.103 1.253
Si 0.898 3.220 2.206
C -0.838 3.154 1.558
C -1.609 2.095 2.385
C -2.314 1.068 1.490
C -1.413 0.067 0.796
O -1.564 -0.250 -0.357
O -0.461 -0.550 1.556
H 6.343 2.087 1.270
H 6.091 1.373 2.888
H 5.782 0.412 1.419
H 3.630 1.250 2.468
H 4.190 2.900 2.259
H 4.455 1.751 -0.327
H 3.810 4.474 -0.402
H 1.420 1.847 2.372
H 0.870 3.836 3.550
H -0.893 2.935 0.488
H -1.284 4.145 1.711
H -0.935 1.570 3.082
H -2.359 2.577 3.019
H -3.070 0.520 2.065
H -2.828 1.588 0.678
H 0.037 0.092 2.083
C 1.064 -3.278 -2.036
C 2.454 -3.642 -2.524
C 3.325 -4.174 -1.395
O 3.077 -2.516 -3.146
H 1.127 -2.483 -1.285
H 0.451 -2.903 -2.856
H 0.558 -4.134 -1.588
H 2.385 -4.395 -3.311
H 3.437 -3.412 -0.618
H 4.318 -4.430 -1.765
H 2.883 -5.061 -0.939
H 3.126 -1.818 -2.482
C 0.544 -0.583 4.855
C 1.955 -1.082 4.596
C 2.494 -1.894 5.761
O 2.820 0.010 4.279
H 0.519 0.069 5.734
H 0.181 -0.004 4.005
H -0.137 -1.419 5.023
H 1.959 -1.696 3.694
H 2.533 -1.278 6.664
H 3.502 -2.248 5.547
H 1.854 -2.754 5.964
H 2.848 0.607 5.035
C -2.650 -2.238 -2.574
C -2.605 -3.119 -3.809
C -3.816 -2.911 -4.706
O -2.482 -4.496 -3.443
H -3.531 -2.477 -1.969
H -1.770 -2.396 -1.953
H -2.694 -1.182 -2.836
H -1.698 -2.899 -4.376
H -4.732 -3.168 -4.165
H -3.759 -3.549 -5.588
H -3.893 -1.873 -5.031
H -3.265 -4.729 -2.933
C 6.695 1.783 -4.290
C 6.994 1.339 -2.868
C 7.553 -0.073 -2.814
O 5.828 1.449 -2.049
H 5.946 1.126 -4.740
H 6.301 2.799 -4.299
H 7.592 1.751 -4.909
H 7.709 2.029 -2.415
H 6.828 -0.782 -3.224
H 7.764 -0.363 -1.785
H 8.473 -0.155 -3.395
H 5.160 0.855 -2.412
C 8.812 1.806 5.605
C 7.927 3.010 5.327
C 7.811 3.923 6.537
O 6.636 2.596 4.878
H 8.390 1.207 6.417
H 8.885 1.172 4.722
H 9.817 2.113 5.898
H 8.337 3.574 4.487
H 7.362 3.383 7.375
H 7.179 4.781 6.310
H 8.790 4.285 6.853
H 6.225 2.091 5.588
C -3.599 -3.813 3.922
C -2.248 -3.178 3.630
C -1.854 -3.314 2.168
O -1.241 -3.735 4.479
H -3.566 -4.884 3.703
H -3.861 -3.692 4.973
H -4.385 -3.367 3.312
H -2.280 -2.119 3.894
H -1.773 -4.371 1.897
H -0.890 -2.842 1.984
H -2.593 -2.852 1.513
H -1.177 -4.674 4.272
C -2.172 4.643 8.000
C -1.804 4.282 6.570
C -2.967 4.491 5.611
O -1.342 2.932 6.497
H -2.993 4.011 8.350
H -1.321 4.488 8.663
H -2.489 5.684 8.077
H -0.957 4.890 6.247
H -3.806 3.847 5.889
H -2.667 4.233 4.596
H -3.316 5.524 5.618
H -2.069 2.367 6.780
C -7.130 -2.373 -6.563
C -8.366 -2.140 -5.711
C -8.062 -2.271 -4.226
O -9.424 -3.021 -6.089
H -6.746 -3.385 -6.404
H -7.356 -2.266 -7.623
H -6.337 -1.667 -6.311
H -8.759 -1.141 -5.909
H -7.706 -3.282 -4.004
H -8.958 -2.092 -3.632
H -7.290 -1.566 -3.916
H -9.120 -3.922 -5.942
C -6.895 0.365 -11.367
C -6.891 0.075 -9.875
C -6.536 1.307 -9.056
O -6.013 -1.006 -9.569
H -5.902 0.687 -11.692
H -7.161 -0.529 -11.929
H -7.605 1.156 -11.614
H -7.877 -0.283 -9.575
H -5.532 1.655 -9.313
H -6.549 1.074 -7.991
H -7.236 2.122 -9.243
H -5.119 -0.745 -9.816
*
```

These are the Löwdin partial charges, in e, on atoms 1 to 2:
1 C -0.0899
2 C -0.3326